1.
The following is a DFT calculation (the ωB97M-V functional and the def2-TZVPD basis) of a 3-piece molecular cluster, C4H10O overall.

Properties
**Structure (SMILES)**: [H][H].CC=O.C=C
**Electronic energy**: -233.5540 Ha
**Multiplicity**: 1
**HOMO level**: -9.826 eV

Atoms and positions in Å:
H 0.138 1.254 -1.615
H -0.412 0.932 -1.228
C 2.043 0.432 0.488
C 1.546 -0.702 -0.375
O 0.840 -1.595 0.031
H 2.268 1.330 -0.100
H 2.973 0.102 0.970
H 1.311 0.654 1.270
H 1.895 -0.687 -1.430
C -1.863 -0.840 0.610
C -2.353 0.265 0.057
H -1.415 -0.847 1.602
H -1.861 -1.789 0.082
H -2.331 1.217 0.585
H -2.779 0.275 -0.946


2.
The following is a DFT calculation (the ωB97M-V functional and the def2-TZVPD basis) of C8H22N3O6P2 as an isolated structure.

Properties
**Electronic energy**: -1616.0597 Ha
**Multiplicity**: 1
**Total charge**: +1
**HOMO level**: -12.177 eV

Atoms and positions in Å:
N 4.599 2.701 -1.742
P 3.858 2.362 -0.439
P 1.851 3.392 -0.553
N 1.708 4.745 0.372
O 0.675 2.417 -0.254
N -0.383 1.902 -1.524
O -0.786 0.914 -1.240
H 5.439 3.258 -1.681
H 4.298 2.807 0.821
H 3.454 1.035 -0.245
H 1.755 3.829 -1.876
H 2.086 5.584 -0.055
H 2.105 4.678 1.303
O 0.947 -6.380 -2.779
C 0.549 -5.257 -2.813
O 1.257 -4.311 -2.126
C 0.984 -2.920 -2.221
C -0.094 -2.482 -1.248
C -0.727 -4.861 -3.517
H 0.746 -2.634 -3.247
H 1.935 -2.448 -1.970
H -1.055 -2.942 -1.478
H -0.219 -1.397 -1.278
H 0.180 -2.767 -0.233
H -1.556 -5.003 -2.824
H -0.864 -5.540 -4.354
H -0.749 -3.838 -3.882
O -0.373 1.263 4.931
C -1.162 0.953 4.091
O -1.232 1.737 2.975
C -1.962 1.368 1.809
C -3.427 1.749 1.866
C -2.111 -0.211 4.238
H -1.828 0.305 1.591
H -1.457 1.930 1.025
H -3.949 1.210 2.655
H -3.917 1.519 0.919
H -3.529 2.815 2.062
H -3.001 0.142 4.761
H -1.626 -0.957 4.860
H -2.418 -0.668 3.302


3.
The following is a DFT calculation (the ωB97M-V functional and the def2-TZVPD basis) of a 2-piece molecular cluster, C5H10NO4S overall in a non-equilibrium geometry.

Properties
**Electronic energy**: -950.4612 Ha
**Multiplicity**: 1
**Total charge**: -1
**HOMO level**: -4.007 eV

Atoms and positions in Å:
C 1.137 2.063 1.976
C 1.440 -0.623 -0.454
C -0.729 0.319 1.736
C 0.856 0.765 -0.217
C 0.522 0.989 1.242
N -0.979 -1.213 -2.624
O 1.245 3.197 2.315
O 1.717 0.906 2.170
O -2.477 0.051 -0.964
O -1.411 -2.063 -0.237
S -2.220 -1.376 -1.283
H 2.306 -0.796 0.186
H 1.737 -0.724 -1.492
H 0.679 -1.373 -0.251
H -0.774 0.302 2.824
H -0.797 -0.694 1.338
H -1.585 0.863 1.341
H 1.548 1.538 -0.564
H -0.081 0.845 -0.769
H -0.670 -2.149 -2.852
H -1.466 -0.826 -3.423


4.
The following is a DFT calculation (the ωB97M-V functional and the def2-TZVPD basis) of C10H22ILuO4P2 as an isolated structure in a non-equilibrium geometry.

Properties
**Electronic energy**: -2910.7173 Ha
**Multiplicity**: 1
**Total charge**: +2
**HOMO level**: -15.393 eV

Atoms and positions in Å:
C -1.521 2.075 0.369
C -0.316 1.640 1.180
H -1.260 2.158 -0.696
H -1.938 3.029 0.710
H -2.299 1.312 0.468
O 0.217 0.411 0.682
I -0.817 1.682 3.246
Lu 1.030 -1.201 -0.401
P -1.030 -2.945 -1.035
C -1.057 -4.049 -2.488
C -1.483 -4.119 0.295
H -2.468 -4.564 0.097
H -3.444 -2.764 -1.328
H -1.512 -3.591 1.257
H -2.789 -1.394 -0.377
H -0.381 -4.895 -2.311
H -0.727 -4.912 0.356
C -2.616 -2.046 -1.245
H -2.074 -4.429 -2.659
H -2.582 -1.422 -2.146
H -0.716 -3.511 -3.379
P 1.081 2.877 1.067
C 1.575 2.959 -0.657
C 0.563 4.483 1.659
H 2.088 1.762 2.939
H 3.141 3.033 2.237
H 2.971 1.451 1.412
C 2.449 2.212 2.007
H 0.085 4.415 2.643
H 1.465 5.105 1.742
H 2.231 3.833 -0.774
H 0.699 3.085 -1.305
H -0.129 4.955 0.949
H 2.121 2.050 -0.953
C 0.362 -0.996 -2.695
O 0.119 -0.808 -3.808
O 3.043 -1.947 0.012
C 3.561 -0.986 -0.677
O 2.800 -0.110 -1.232
H 4.644 -0.913 -0.790


Which of these has the lowest HOMO level?
C10H22ILuO4P2